[1]
Density functional theory data (the ωB97M-V functional and the def2-TZVPD basis) for a structure of composition FeH10O9P.

Summary:
frontier orbital gap (spin up / spin down)	3.736 / 3.718	eV
charge	-1
highest occupied orbital energy (spin up / spin down)	-2.1 / -2.1	eV
multiplicity	5
⟨S²⟩	6.01

Last column: Löwdin spin population.
Element x y z (Å)
Fe -0.4223 0.3267 0.3675  3.633
P 0.5351 -1.9779 1.3484  0.008
O -0.1879 -1.6146 -0.0393  0.086
O 0.1219 -0.6225 2.0437  0.121
O 2.0586 -2.0817 1.2509  0.005
O -0.2013 -3.2552 1.7616  0.011
O -0.5578 2.3812 1.1222  0.027
H 0.3068 2.7544 1.3390  0.001
H -1.1847 2.8373 1.6967  0.003
O 1.5981 0.7789 -0.0834  0.028
H 2.2472 0.9714 0.6059  0.002
H 2.0504 0.9326 -0.9214  0.003
O -2.5039 0.2101 0.4948  0.027
H -3.0468 0.9779 0.7089  0.003
H -3.1246 -0.4951 0.2679  0.002
O -0.7848 0.8720 -1.7082  0.032
H -0.8571 1.7436 -2.1175  0.004
H -0.8627 0.2326 -2.4289  0.003
O 1.9817 -1.6410 -1.7581  0.000
H 1.0966 -1.6235 -1.2597  0.000
H 1.7375 -1.7074 -2.6911  0.000

---

[2]
Density functional theory data (the ωB97M-V functional and the def2-TZVPD basis) for the molecule C7H13NO.

Summary:
frontier orbital gap	10.164	eV
highest occupied orbital energy	-9.4	eV
SMILES string	CC[C@@H]1C(=O)NC1(C)C

Last column: Mulliken charge in e.
Element x y z (Å)
C 1.5748 1.9103 0.0374  -1.058
C 0.0474 1.9212 0.0441  -0.751
C -0.5113 0.7007 -0.5423  0.040
C -1.9357 0.3875 0.0254  0.052
O -2.9736 0.9745 0.1888  -0.641
N -1.6940 -0.8878 0.3421  -0.170
C -0.3007 -0.9294 -0.0298  1.183
C 0.1255 -1.8709 -1.1431  -1.226
C 0.5207 -1.2421 1.2991  -1.579
H 1.8760 0.9331 0.3921  0.211
H 2.0820 2.7928 0.5149  0.348
H 1.9239 1.9295 -1.0252  0.286
H -0.4910 2.6629 -0.5241  0.393
H -0.3582 2.1161 1.0514  0.346
H -0.5928 0.6199 -1.7158  0.312
H -2.3928 -1.6066 0.2592  0.235
H -0.3291 -2.9027 -0.8646  0.295
H 1.2585 -2.0131 -1.1259  0.289
H -0.3108 -1.4755 -2.0651  0.384
H 0.4989 -2.2361 1.7390  0.367
H 0.3650 -0.6215 2.1555  0.396
H 1.6172 -1.1629 0.9869  0.287

---

[3]
Density functional theory data (the ωB97M-V functional and the def2-TZVPD basis) for the molecule C5H9NO2.

Summary:
frontier orbital gap	10.275	eV
highest occupied orbital energy	-9.4	eV
SMILES string	C[C@H](C=O)N(C)C=O

Last column: Mulliken charge in e.
Element x y z (Å)
C 0.0669 1.9705 -0.1770  -1.382
C 0.3268 0.5054 -0.6610  0.247
C -0.8409 0.2217 -1.6322  -0.073
O -1.3868 -0.8665 -1.8478  -0.501
N 0.3750 -0.4333 0.5481  0.051
C 1.0213 -1.7907 0.6257  -1.086
C -0.8242 -0.5130 1.3304  -0.057
O -1.8176 0.0948 1.1005  -0.475
H 0.0168 2.5657 -1.0813  0.455
H -0.8904 2.0483 0.5316  0.299
H 0.8847 2.3196 0.5382  0.337
H 1.2778 0.5848 -1.2733  0.391
H -1.2823 1.1168 -2.0621  0.341
H 0.6901 -2.7999 -0.0126  0.224
H 2.1195 -1.5673 0.3914  0.354
H 1.0880 -2.0716 1.6639  0.455
H -0.8246 -1.3854 2.0177  0.418

---

[4]
Density functional theory data (the ωB97M-V functional and the def2-TZVPD basis) for the molecule C2H7N3O2.

Summary:
frontier orbital gap	10.626	eV
highest occupied orbital energy	-10.0	eV
SMILES string	NC(N)(N)C(=O)O

Last column: Mulliken charge in e.
Element x y z (Å)
N 0.3753 1.4262 -0.3348  -0.688
C 0.2812 -0.2084 0.2201  0.631
N 1.1352 -1.0606 -0.4865  -0.537
N -1.1341 -0.4899 0.1245  -0.651
C 0.6712 -0.0900 1.6946  0.427
O 1.7296 -0.4449 2.1238  -0.557
O -0.2876 0.4487 2.4455  -0.487
H -0.0972 2.0004 0.3535  0.272
H -0.1689 1.4439 -1.1896  0.242
H 2.0492 -1.0940 -0.0519  0.269
H 1.2108 -0.8567 -1.4736  0.216
H -1.4349 -0.4749 -0.8447  0.234
H -1.3317 -1.4191 0.4859  0.228
H -1.0862 0.5836 1.8994  0.400

---

[5]
Density functional theory data (the ωB97M-V functional and the def2-TZVPD basis) for a cluster of 2 separate species, C11H23N3O5S in total.

Summary:
frontier orbital gap	8.911	eV
highest occupied orbital energy	-8.5	eV

Last column: Mulliken charge in e.
Element x y z (Å)
C -0.2968 2.7977 0.5043  -0.687
C 0.1450 2.6596 2.0436  -0.272
O -0.0672 1.3116 2.5931  -0.329
C -1.4586 1.1107 2.9014  -0.467
S -2.0194 -0.6067 2.3416  0.012
C -0.7658 -1.2763 1.1037  0.042
C -1.3227 -2.7161 0.6594  -1.225
N -0.3259 -3.6011 -0.0047  0.083
C 0.2817 -2.9934 -1.2371  -0.270
C -0.7293 -2.1334 -2.1412  -1.002
C 0.7250 -4.0476 0.9173  0.510
C 1.8514 -5.0444 0.3224  -0.942
O 0.8101 -3.7618 2.1435  -0.554
C -3.6625 -0.3001 1.5265  0.653
O -4.7288 -0.0855 2.2070  -0.599
O -3.7939 -0.2677 0.1333  -0.637
H 0.5223 2.4386 -0.2251  0.240
H -1.2607 2.1983 0.3122  0.233
H -0.5353 3.8846 0.2152  0.295
H 1.2663 2.8598 2.1466  0.263
H -0.4598 3.4576 2.6308  0.279
H -1.6679 1.2216 4.0269  0.348
H -2.1239 1.8846 2.3650  0.421
H -0.6956 -0.5033 0.2666  -0.009
H 0.2228 -1.3271 1.6866  0.513
H -1.6332 -3.2587 1.6372  0.536
H -2.3109 -2.6002 0.0687  0.357
H 1.2588 -2.4367 -0.9629  0.283
H 0.6273 -3.8833 -1.8971  0.285
H -1.8229 -2.4685 -2.0450  0.280
H -0.4068 -2.1986 -3.2346  0.344
H -0.6457 -1.0162 -1.8470  0.211
H 2.8748 -4.5338 0.2399  0.244
H 1.5624 -5.4165 -0.7306  0.295
H 1.9519 -5.9948 0.9707  0.327
C 2.1127 4.2529 -2.3656  0.583
O 1.6025 3.4805 -1.5667  -0.624
N 3.4524 4.3302 -2.5541  -0.407
N 1.3826 5.0987 -3.1318  -0.377
H 3.8905 4.9571 -3.2043  0.163
H 4.0297 3.7166 -2.0022  0.214
H 0.3818 5.0710 -3.0206  0.215
H 1.7816 5.7400 -3.7930  0.170

---

[6]
Density functional theory data (the ωB97M-V functional and the def2-TZVPD basis) for a cluster of 2 separate species, C3H6FN in total.

Summary:
frontier orbital gap	10.169	eV
highest occupied orbital energy	-9.4	eV

Last column: Mulliken charge in e.
Element x y z (Å)
C 0.0200 -0.9532 -0.0039  -0.259
C 1.0640 -0.0515 0.0687  0.456
C 0.6015 1.1688 -0.1456  -0.753
H -1.2648 0.5892 -0.8326  0.392
H -1.8244 -0.3534 0.8594  0.285
H -0.2428 -1.5109 0.9530  0.301
H 0.3158 -1.5071 -0.9828  0.171
H 1.1087 2.4021 0.4907  0.203
H -0.5200 1.1972 -0.1108  0.196
N -1.4176 -0.3665 -0.1791  -0.750
F 2.1596 -0.6149 -0.1170  -0.243

---

| no. | electronic energy (eV) | molecular weight (g/mol) |
| --- | --- | --- |
| 1 | -62269.255 | 240.89 |
| 2 | -11006.160 | 127.19 |
| 3 | -10914.011 | 115.13 |
| 4 | -10752.768 | 105.10 |
| 5 | -37319.091 | 309.39 |
| 6 | -7409.725 | 75.09 |